Entry 1:
ORCA calculation (the ωB97M-V functional and the def2-TZVPD basis) on a cluster of 2 separate species, C9H19N2O in total in a non-equilibrium geometry.

The calculation puts the energy at -538.77218 Eh. As for the molecular weight: 171.3 g/mol. For the LUMO energy, the calculation gives -3.103 eV. The relative energy (zero: lowest compared OMol25 entry of this formula, charge and spin) is 2.0982 eV. The HOMO-LUMO gap is 8.85 eV. The total charge is +1.

Last column: Löwdin charge in e.
Geometry (Å):
C  -1.874  -0.996  -0.044  -0.15
C  -2.693  0.181  -0.285  -0.04
C  -0.768  -0.571  0.890  -0.13
C  -2.082  1.230  0.248  -0.28
C  -0.718  0.986  0.694  -0.46
C  1.251  -1.449  -0.100  -0.18
C  -2.654  2.638  0.015  0.00
C  -0.332  1.732  1.961  -0.02
C  0.231  1.454  -0.528  0.00
N  2.399  -2.051  0.136  0.19
N  4.075  -2.870  -1.734  0.01
O  0.565  -1.319  0.970  0.07
H  -2.362  -1.906  0.272  0.12
H  -1.757  -1.302  -1.099  0.13
H  0.952  -1.206  -1.145  0.18
H  -3.675  0.304  -0.674  0.13
H  -1.227  -0.773  1.905  0.18
H  -2.540  3.278  0.868  0.07
H  -3.655  2.492  -0.176  0.05
H  -2.100  3.101  -0.852  0.11
H  -0.106  2.803  1.526  0.13
H  0.655  1.513  2.384  0.08
H  -1.071  1.509  2.737  0.10
H  0.118  2.551  -0.497  0.08
H  -0.354  1.173  -1.447  0.10
H  1.247  0.973  -0.640  0.08
H  3.126  -2.293  -0.607  0.03
H  2.583  -2.302  1.123  0.16
H  3.571  -3.299  -2.533  0.08
H  4.660  -3.646  -1.411  0.07
H  4.536  -1.934  -1.958  0.10

Entry 2:
ORCA calculation (the ωB97M-V functional and the def2-TZVPD basis) on a structure of composition C9H19N3O3 in a non-equilibrium geometry.

The calculation puts the energy at -743.98215 Eh. As for the molecular weight: 217.3 g/mol. For the LUMO energy, the calculation gives -0.370 eV. The relative energy (zero: lowest compared OMol25 entry of this formula, charge and spin) is 10.4311 eV. The HOMO-LUMO gap is 9.29 eV.

Last column: Löwdin charge in e.
Geometry (Å):
C  -0.297  -1.225  0.313  -0.41
C  -1.657  -0.785  -0.071  -0.39
C  0.843  -0.179  0.227  -0.18
C  2.200  -0.955  0.760  -0.24
C  3.318  0.026  0.610  -0.28
C  3.566  0.631  -0.862  -0.37
C  -3.302  0.774  0.481  -0.41
C  -4.585  -0.013  -0.057  -0.53
C  -2.979  1.924  -0.331  -0.06
H  0.149  -3.323  0.265  0.19
H  -0.515  -2.065  -1.337  0.22
H  -0.163  -1.317  1.518  0.17
H  1.149  0.141  -0.800  0.10
H  0.710  0.617  0.977  0.10
H  1.956  -1.268  1.771  0.09
H  2.384  -1.895  -0.073  0.16
H  4.277  -0.556  0.930  0.12
H  3.095  0.836  1.418  0.13
H  3.314  -0.218  -1.743  0.15
H  2.646  1.471  -1.169  0.15
H  4.816  2.088  -0.562  0.11
H  5.412  0.526  0.017  0.12
H  -1.594  0.458  1.747  0.30
H  -3.915  1.054  1.337  0.15
H  -4.059  2.217  -0.792  0.15
H  -1.985  1.654  -1.052  0.15
H  -2.639  2.934  0.390  0.14
H  -3.173  -0.758  -1.175  -0.12
N  0.436  -2.295  -0.427  -0.04
N  4.960  1.032  -0.921  -0.09
N  -2.236  -0.051  0.814  0.12
O  -2.127  -0.940  -1.240  0.13
O  -5.718  0.154  0.216  0.12
O  -4.283  -0.697  -1.181  0.04

Entry 3:
ORCA calculation (the ωB97M-V functional and the def2-TZVPD basis) on an isolated molecule of C9H19N5O4 in a non-equilibrium geometry.

The calculation puts the energy at -929.09767 Eh. As for the molecular weight: 261.3 g/mol. The structure (SMILES) is [H]/N=C(/N)NCCC[C@H](NC(=O)[C@@H](N)CO)C(=O)O. For the LUMO energy, the calculation gives 0.519 eV. The relative energy (zero: lowest compared OMol25 entry of this formula, charge and spin) is 0.9089 eV. The HOMO-LUMO gap is 10.10 eV.

Last column: Löwdin charge in e.
Geometry (Å):
C  -1.476  -1.491  -0.157  -0.34
C  -0.684  -0.865  0.948  -0.41
C  -2.933  -1.236  0.029  -0.22
C  1.486  -1.044  -0.382  -0.22
C  2.804  -1.639  0.026  -0.49
C  1.690  0.265  -1.191  -0.14
C  2.400  1.439  -0.568  -0.16
C  1.557  2.232  0.480  -0.18
C  -0.907  2.429  -0.117  -0.46
H  -1.688  -3.384  -0.994  0.10
H  -1.256  -3.449  0.613  0.10
H  -1.156  -1.018  -1.055  0.13
H  -3.105  -0.166  0.049  0.10
H  -3.243  -1.635  0.994  0.12
H  -4.458  -1.628  -1.186  0.09
H  1.118  -0.549  1.607  0.12
H  1.005  -1.767  -1.067  0.16
H  0.716  0.593  -1.543  0.09
H  2.214  -0.063  -2.127  0.14
H  3.326  1.091  -0.116  0.11
H  2.639  2.135  -1.349  0.11
H  2.223  2.964  0.946  0.11
H  1.091  1.625  1.250  0.08
H  0.335  3.889  0.427  0.08
H  -0.972  1.981  -1.977  0.04
H  -1.031  2.446  1.939  0.08
H  -2.397  1.924  1.195  0.07
H  1.942  -2.507  1.488  0.12
N  -1.128  -2.899  -0.259  0.06
N  0.687  -0.899  0.807  0.10
N  0.460  3.082  -0.144  0.02
N  -1.507  1.864  -1.128  0.12
N  -1.613  2.542  1.109  0.11
O  -1.256  -0.407  1.947  0.05
O  -3.561  -1.932  -1.046  -0.05
O  3.806  -1.488  -0.586  0.14
O  2.872  -2.435  1.136  0.10

Entry 4:
ORCA calculation (the ωB97M-V functional and the def2-TZVPD basis) on a structure of composition C9H19N6O3SV in a non-equilibrium geometry.

The calculation puts the energy at -2250.61009 Eh. As for the molecular weight: 342.3 g/mol. For the LUMO energy (alpha / beta), the calculation gives -3.870 / -3.803 eV. The relative energy (zero: lowest compared OMol25 entry of this formula, charge and spin) is 0.0000 eV. The spin multiplicity is 4. The expectation value of S² is 3.765. The HOMO-LUMO gap (alpha / beta) is 6.18 / 8.24 eV. The total charge is +1.

Last column: Mulliken spin population.
Geometry (Å):
V  1.275  -1.067  -0.013  2.85
S  2.229  0.256  -1.931  -0.01
C  1.395  -1.050  -2.591  0.01
N  1.642  -1.523  -3.838  0.00
C  1.028  -2.601  -4.353  0.08
C  0.123  -3.248  -3.562  -0.03
C  -0.112  -2.760  -2.273  0.11
N  0.485  -1.696  -1.798  -0.04
H  2.353  -1.044  -4.378  0.00
H  1.304  -2.871  -5.359  0.00
H  -0.393  -4.123  -3.926  0.00
H  -0.812  -3.230  -1.597  0.00
O  2.949  -1.078  1.302  -0.01
N  3.488  -2.092  0.801  0.03
O  2.803  -2.546  -0.158  -0.03
N  0.281  -2.451  1.345  -0.02
H  -0.697  -2.646  1.152  0.00
H  0.308  -2.094  2.297  0.01
H  0.758  -3.349  1.368  0.00
C  -2.835  2.302  0.977  0.00
N  -1.637  1.723  0.402  0.00
C  -1.655  1.318  -0.986  0.01
C  -0.547  1.395  1.139  0.02
O  0.190  0.463  0.746  -0.01
N  -0.254  2.095  2.271  0.01
C  0.654  1.565  3.262  0.00
C  -0.586  3.500  2.423  0.00
H  -3.701  1.776  0.570  0.00
H  -2.941  3.368  0.765  0.00
H  -2.827  2.148  2.052  0.00
H  -2.650  1.498  -1.384  0.00
H  -1.414  0.254  -1.079  0.01
H  -0.932  1.897  -1.566  0.00
H  0.985  0.576  2.966  0.00
H  0.154  1.515  4.231  0.00
H  1.531  2.210  3.347  0.00
H  -0.770  3.937  1.446  0.00
H  0.278  4.002  2.859  0.00
H  -1.450  3.672  3.068  0.00